ORCA calculation (wB97M-V/def2-TZVPD) on a molecular structure, C27H49CrN3SSbSi2.

Cartesian coordinates (Å):
H  1.64433  5.04690  0.94159
H  1.53923  3.75310  2.11829
H  0.09123  -3.15440  3.02219
H  -0.87187  -0.51840  -3.76931
H  -2.51667  -3.19910  1.44539
Sb  0.52173  -2.61690  0.39089
H  3.00113  1.18250  -2.01211
H  -0.00977  -3.99670  -3.37771
H  3.20083  -3.30410  -1.16601
H  1.01493  2.85600  -4.77171
H  -1.15907  -5.38420  1.36429
C  -3.71127  0.66430  1.52119
H  1.42923  -3.32590  -2.62231
C  -1.89637  -2.91590  2.29459
H  1.68363  -5.38390  -1.22941
C  1.55403  3.97090  1.05159
C  0.34603  -3.40520  -2.53501
C  -5.22177  2.52790  1.41979
H  0.45523  -5.43950  2.09319
H  2.45523  3.52480  0.64229
H  -1.85227  -1.82780  2.33129
H  -1.19907  1.13240  -4.23761
H  -5.17387  1.10570  3.01589
N  -0.28887  0.81490  2.48269
C  -0.02637  -4.06860  -1.21831
C  -0.54387  -5.01460  2.18099
H  -6.02287  3.10870  1.85369
C  0.22963  3.94550  -1.66281
H  -1.11407  -4.15700  -1.15031
H  2.48503  -0.46060  -2.33551
H  2.27933  -3.44650  3.03169
H  -2.08557  -0.81210  0.08069
C  2.51773  -3.47580  0.87789
H  2.67993  0.67790  -3.66081
H  -2.40087  3.98300  0.73659
H  -1.33457  4.29760  2.08819
H  -1.00287  0.17880  2.83679
N  3.27253  0.61460  3.12419
N  0.93793  0.52550  3.12109
H  -2.26277  0.14280  -1.40641
C  0.75783  4.90100  -4.23681
H  -0.60397  1.77190  2.65579
H  -3.20327  2.44370  -1.29761
C  -3.64437  2.14570  -0.35511
C  -2.06897  0.21620  -0.32911
C  -4.73707  1.40860  2.07419
C  0.19513  5.30480  -1.94841
C  -4.66437  2.89210  0.20079
C  3.51113  -2.99820  -0.16801
C  0.51863  3.04370  -2.69681
C  -0.41157  0.45050  -3.93611
C  -0.50197  -3.50130  2.17079
H  2.44043  -4.56510  0.83889
H  4.09853  0.49080  2.55689
C  0.60123  -5.44620  -1.14001
H  -0.03697  6.00540  -1.15891
H  -3.37157  -0.22760  2.03549
H  3.58403  -1.91090  -0.15001
C  -1.41277  4.33360  1.00469
H  3.28743  0.09520  3.99099
Si  0.50953  1.13930  -2.37201
H  4.50183  -3.41500  0.02249
C  0.78253  3.54280  -3.96911
H  -0.07397  -2.40320  -2.60781
C  2.95443  -3.05670  2.27099
Cr  -0.07697  0.87870  -0.04101
S  2.17663  0.64370  0.71539
H  1.03493  0.87460  4.07209
C  0.45503  5.78830  -3.21901
H  -2.38177  -3.27310  3.20339
H  0.97453  5.26880  -5.23241
C  2.11143  0.58430  2.38429
H  -5.02657  3.77050  -0.31301
H  2.97573  -1.97000  2.34069
H  0.27233  0.34070  -4.77271
H  -0.98377  -5.37220  3.11319
H  3.95573  -3.43540  2.48359
H  -1.34417  5.37410  0.71089
C  -3.13897  1.00690  0.28879
H  0.35613  -5.96240  -0.21651
Si  -0.02297  3.30360  0.12989
H  0.42323  6.85170  -3.41541
H  0.23863  -6.05750  -1.96801
C  2.34483  0.57740  -2.63211

expectation value of S² = 0.825
multiplicity = 2


ORCA calculation (wB97M-V/def2-TZVPD) on a molecular structure, C27H50Br15FI2N5O.

Cartesian coordinates (Å):
H  -2.33796  2.04646  4.89082
H  0.81660  -0.55938  0.29894
C  0.58631  2.12111  -0.32167
H  -4.39405  -4.06146  3.53092
C  -1.79939  -5.25929  -0.87328
H  3.20219  -3.71871  2.94493
Br  4.56642  0.97697  -2.41373
F  -2.53260  0.66018  -1.53552
H  9.70693  -1.08401  -4.55861
H  -4.39857  2.32625  -2.04310
I  -4.35189  4.49045  1.62267
H  -2.24420  -3.59334  4.47560
H  -4.51642  1.27326  -6.52452
C  0.15807  -2.75217  -1.93603
H  -2.25102  -2.38327  2.98135
H  2.43527  3.17161  2.89158
C  -1.46177  1.15430  2.17343
H  -4.72062  4.95668  -1.03460
H  -2.11889  -5.34583  -3.20149
N  1.90326  1.94288  0.08382
H  4.24749  3.31879  2.39302
N  -2.61625  2.54476  4.00534
H  -4.61941  -7.07499  0.14619
N  -0.34646  1.03264  -0.83375
C  10.52320  -0.50395  -4.11560
Br  7.07791  5.95718  0.10663
Br  -6.23992  2.69771  -5.41659
C  -4.43134  2.10063  -5.81231
C  -1.39382  -4.86555  -2.41683
C  2.80406  3.02213  0.64878
N  3.45059  1.20549  2.46505
H  -1.41376  -2.98643  -3.70790
C  3.27686  2.68846  2.21841
Br  2.97322  -1.93262  1.21736
Br  2.01340  -1.98772  4.29312
H  -1.88743  0.33126  2.92610
H  -0.95614  -1.03863  -0.11861
C  -0.04029  -0.39687  -0.49997
Br  11.12374  -1.47817  -2.54258
H  2.32889  4.08957  0.69522
I  0.61411  4.67202  -1.78477
H  -2.87718  3.51934  4.29402
C  -4.03965  -4.15286  2.41712
Br  5.14141  -2.28049  3.57582
C  3.31664  -2.63111  3.00013
H  -0.31505  -0.64373  -2.76813
H  -2.14367  5.21591  -0.55972
H  2.73841  0.96267  3.20072
H  0.37960  -3.25848  -0.90135
Br  -3.53820  1.40046  -4.23235
Br  -3.38347  3.49123  -6.67968
C  -3.92473  -6.19329  0.55189
C  5.86454  0.90757  -0.96661
H  -2.73628  -0.05312  0.74025
Br  7.33652  -0.29793  -1.37182
Br  6.49548  2.68069  -0.47448
H  -2.20164  -2.70416  -1.92413
H  -1.38394  -4.37661  -0.18807
H  6.86328  6.55039  2.52100
H  -1.45983  3.52072  2.30927
C  -4.09726  4.05103  -0.55567
H  -3.79940  -4.12689  -0.48228
H  0.94753  -3.20296  -2.70090
H  1.51365  -0.80845  -2.14891
H  -1.13344  2.95690  -2.13805
H  3.79973  3.12050  0.00053
H  -3.96462  -5.63973  -1.68846
H  -0.75016  -3.58738  3.30293
H  -3.43682  1.63179  1.16106
H  5.34739  0.49822  -0.09253
Br  11.92105  -0.37063  -5.46184
H  -4.23379  -3.17478  1.80156
H  2.33508  0.97265  0.00779
H  -1.32316  -6.26944  -0.50258
H  -0.34898  0.85415  1.97526
H  -0.31567  -5.29701  -2.64141
O  -2.58980  -4.42417  2.42976
C  0.39879  -1.11874  -1.94459
C  -1.49756  3.07922  -1.00007
C  -4.84213  -5.39438  1.68208
C  -1.92509  -3.45167  3.34391
H  -0.47644  2.60318  3.64104
C  -1.78174  1.53655  -0.55944
H  -2.67342  4.57369  -2.24496
N  -0.18485  3.45819  -0.26256
H  -5.07535  1.89407  -0.23701
Br  4.44754  6.43056  1.90709
C  6.30481  5.85236  1.88863
H  -6.00750  3.04872  -1.39011
Br  9.79508  1.23962  -3.65298
C  -2.59456  4.24876  -1.09748
C  -1.32610  -3.19939  -2.53777
Br  6.51990  4.08309  2.66811
C  -1.47921  2.57207  2.99379
H  -2.97892  -6.66856  1.09063
C  -2.44212  1.10133  0.85286
H  -5.24062  -6.14869  2.51361
C  -4.91161  2.71850  -1.04864
H  4.41635  1.09810  2.87404
C  -3.43999  -5.23190  -0.69767
H  -5.74518  -4.92406  1.08954

total charge = +1


What did we get for electronic energy? Answer: -3484.227397; -40712.559233 Eh, in the order shown.
What did we get for max |F|? Answer: 0.0294; 0.0993 hartree/bohr, in the order shown.
What did we get for energy above the lowest of the compared OMol25 structures with the same formula, charge and spin? Answer: 0.79; 258.13 kcal/mol, in the order shown.